No. 1
{"formula": "C16H64O16", "method": "ωB97M-V/def2-TZVPD", "symbols": ["C", "O", "H", "H", "H", "H", "C", "O", "H", "H", "H", "H", "C", "O", "H", "H", "H", "H", "C", "O", "H", "H", "H", "H", "C", "O", "H", "H", "H", "H", "C", "O", "H", "H", "H", "H", "C", "O", "H", "H", "H", "H", "C", "O", "H", "H", "H", "H", "C", "O", "H", "H", "H", "H", "C", "O", "H", "H", "H", "H", "C", "O", "H", "H", "H", "H", "C", "O", "H", "H", "H", "H", "C", "O", "H", "H", "H", "H", "C", "O", "H", "H", "H", "H", "C", "O", "H", "H", "H", "H", "C", "O", "H", "H", "H", "H"], "positions_angstrom": [[5.03, -0.57, -1.40], [4.32, 0.03, -2.44], [5.09, -0.01, -0.47], [4.62, -1.54, -1.11], [6.05, -0.86, -1.66], [4.36, 0.98, -2.26], [-1.18, -1.25, -0.25], [-1.54, 0.15, 0.10], [-1.58, -1.87, 0.55], [-1.61, -1.55, -1.20], [-0.09, -1.36, -0.27], [-0.94, 0.79, -0.30], [1.87, 1.42, -4.73], [1.82, 2.14, -3.45], [1.00, 1.70, -5.32], [2.72, 1.69, -5.35], [1.86, 0.34, -4.55], [2.51, 1.90, -2.83], [1.21, 3.40, 4.04], [0.57, 3.54, 5.28], [1.85, 2.53, 3.90], [0.50, 3.26, 3.22], [1.83, 4.26, 3.79], [1.24, 3.85, 5.89], [-2.11, -2.10, 4.33], [-2.65, -2.59, 3.15], [-2.89, -2.19, 5.08], [-1.16, -2.56, 4.61], [-1.92, -1.04, 4.17], [-3.42, -2.05, 2.97], [-3.44, -5.77, 3.41], [-2.30, -5.46, 2.67], [-3.22, -6.53, 4.16], [-3.67, -4.86, 3.96], [-4.33, -6.06, 2.86], [-2.33, -4.51, 2.54], [-4.61, 2.54, -0.63], [-5.99, 2.32, -1.01], [-4.27, 3.54, -0.93], [-4.48, 2.58, 0.45], [-3.95, 1.78, -1.06], [-5.96, 2.07, -1.94], [3.76, 3.91, -1.67], [3.61, 2.45, -1.46], [2.78, 4.32, -1.41], [4.57, 4.34, -1.08], [3.88, 4.24, -2.70], [3.43, 2.26, -0.53], [4.18, 1.42, 1.96], [3.10, 1.56, 1.05], [5.03, 1.84, 1.41], [3.98, 2.09, 2.79], [4.54, 0.41, 2.19], [2.34, 1.09, 1.39], [-0.35, -6.19, -4.65], [-1.11, -5.04, -4.19], [0.02, -6.73, -3.78], [-0.95, -6.86, -5.27], [0.46, -5.92, -5.31], [-1.83, -5.01, -4.83], [1.58, -4.46, -1.56], [0.23, -4.03, -1.81], [1.73, -4.68, -0.50], [1.81, -5.30, -2.22], [2.25, -3.62, -1.72], [-0.19, -4.40, -2.59], [2.04, -1.64, 2.41], [1.23, -0.43, 2.14], [2.80, -1.43, 3.16], [1.42, -2.39, 2.91], [2.43, -1.96, 1.45], [0.50, -0.66, 1.57], [-1.56, 1.59, 3.30], [-2.55, 1.02, 2.43], [-0.61, 1.20, 2.95], [-1.75, 2.66, 3.37], [-1.76, 1.15, 4.28], [-2.11, 0.62, 1.68], [-5.35, -0.87, 1.44], [-4.75, -0.71, 2.66], [-5.98, -1.75, 1.54], [-5.84, 0.08, 1.23], [-4.62, -0.96, 0.63], [-4.04, -0.08, 2.52], [0.54, 4.98, -4.75], [0.62, 4.70, -3.39], [-0.05, 5.86, -4.98], [1.52, 4.93, -5.23], [0.03, 4.11, -5.18], [1.19, 3.94, -3.26], [-0.38, 2.94, -0.88], [0.22, 1.67, -1.12], [-1.00, 3.29, -1.70], [-1.07, 2.93, -0.04], [0.42, 3.66, -0.73], [0.78, 1.73, -1.89]], "mulliken_charge": [-0.470, -0.495, 0.011, 0.178, 0.340, 0.430, -0.905, -0.226, 0.358, 0.226, 0.356, 0.546, -0.866, -0.378, 0.291, 0.288, 0.311, 0.358, -0.355, -0.514, 0.160, 0.042, 0.382, 0.294, -0.192, -0.378, 0.321, 0.274, -0.284, 0.386, -0.527, -0.513, 0.261, 0.165, 0.233, 0.373, -0.417, -0.547, 0.347, 0.186, 0.162, 0.306, -0.765, -0.445, 0.243, 0.322, 0.282, 0.424, -0.992, -0.200, 0.382, 0.304, 0.315, 0.174, -0.621, -0.557, 0.226, 0.341, 0.252, 0.312, -0.436, -0.472, 0.210, 0.259, 0.129, 0.365, -0.793, -0.439, 0.265, 0.301, 0.294, 0.185, -0.472, -0.592, -0.113, 0.369, 0.305, 0.463, -0.586, -0.547, 0.293, 0.286, 0.162, 0.474, -0.681, -0.473, 0.271, 0.240, 0.253, 0.375, -0.613, -0.873, 0.254, 0.221, 0.242, 0.355], "e_tot_ha": -1851.54121, "charge": 0, "homo_lumo_gap_ev": 9.93, "spin_multiplicity": 1, "homo_energy_ev": -9.4562, "de_lowest_kj_mol": 594.7}

No. 2
{"formula": "C16H66NO22P2S2", "method": "ωB97M-V/def2-TZVPD", "symbols": ["C", "S", "O", "O", "N", "S", "O", "O", "P", "P", "O", "O", "O", "H", "H", "H", "H", "H", "H", "C", "O", "H", "H", "H", "H", "C", "O", "H", "H", "H", "H", "C", "O", "H", "H", "H", "H", "C", "O", "H", "H", "H", "H", "C", "O", "H", "H", "H", "H", "C", "O", "H", "H", "H", "H", "C", "O", "H", "H", "H", "H", "C", "O", "H", "H", "H", "H", "C", "O", "H", "H", "H", "H", "C", "O", "H", "H", "H", "H", "C", "O", "H", "H", "H", "H", "C", "O", "H", "H", "H", "H", "C", "O", "H", "H", "H", "H", "C", "O", "H", "H", "H", "H", "C", "O", "H", "H", "H", "H"], "positions_angstrom": [[-3.81, -2.45, -0.08], [-2.07, -2.32, -0.21], [-1.75, -2.77, -1.52], [-1.70, -0.96, 0.00], [-1.32, -3.30, 0.78], [-1.69, -3.20, 2.32], [-0.50, -3.44, 3.06], [-2.78, -4.05, 2.69], [-2.40, -1.21, 2.84], [-0.64, -0.30, 3.69], [0.35, -0.22, 2.65], [-1.09, 1.09, 4.27], [-0.04, -1.09, 4.94], [-4.18, -1.99, 0.82], [-4.19, -1.90, -0.92], [-4.11, -3.48, -0.17], [-3.23, -1.43, 3.95], [-0.27, 1.57, 4.52], [-0.09, -0.56, 5.76], [2.32, -3.59, 1.11], [2.57, -2.92, 2.34], [3.28, -3.87, 0.67], [1.73, -4.50, 1.28], [1.80, -2.94, 0.42], [1.71, -2.68, 2.71], [2.01, -0.17, -1.77], [1.78, -1.49, -1.31], [3.07, 0.03, -1.69], [1.70, -0.05, -2.81], [1.47, 0.56, -1.15], [0.84, -1.69, -1.36], [-2.71, 2.58, -0.46], [-3.29, 1.28, -0.59], [-3.50, 3.31, -0.53], [-2.21, 2.69, 0.50], [-1.98, 2.76, -1.26], [-2.58, 0.62, -0.53], [5.18, 1.89, -0.63], [4.26, 2.05, -1.72], [5.08, 0.88, -0.25], [6.20, 2.05, -0.98], [4.95, 2.60, 0.17], [4.34, 2.95, -2.06], [0.88, 3.65, 1.18], [0.49, 2.55, 2.00], [0.28, 4.51, 1.46], [1.93, 3.88, 1.33], [0.70, 3.42, 0.12], [1.03, 1.79, 1.74], [4.32, 2.32, 2.95], [3.75, 3.55, 2.51], [3.92, 1.53, 2.32], [5.41, 2.35, 2.83], [4.07, 2.11, 3.99], [4.10, 4.26, 3.06], [-6.42, 2.20, -2.21], [-5.71, 2.91, -1.20], [-7.15, 2.88, -2.63], [-5.75, 1.86, -3.00], [-6.94, 1.34, -1.78], [-5.06, 2.30, -0.83], [-2.83, -4.58, -4.11], [-4.17, -5.03, -4.38], [-2.78, -3.52, -4.35], [-2.57, -4.71, -3.06], [-2.11, -5.12, -4.74], [-4.21, -5.96, -4.16], [-9.70, 4.18, -1.72], [-8.91, 5.29, -1.30], [-10.69, 4.55, -1.97], [-9.26, 3.72, -2.61], [-9.78, 3.44, -0.93], [-8.03, 4.96, -1.07], [5.77, 0.13, -4.75], [6.04, 0.78, -3.51], [6.72, -0.18, -5.17], [5.14, -0.75, -4.60], [5.27, 0.81, -5.45], [5.20, 1.06, -3.12], [-6.94, -0.41, 2.31], [-5.54, -0.63, 2.20], [-7.40, -1.34, 2.62], [-7.16, 0.36, 3.05], [-7.37, -0.11, 1.35], [-5.12, 0.19, 1.92], [6.77, -1.23, 0.98], [7.35, 0.02, 1.39], [5.69, -1.13, 1.00], [7.10, -1.48, -0.03], [7.07, -2.03, 1.67], [8.31, -0.09, 1.38], [-1.43, -6.58, 4.93], [-0.33, -5.70, 5.05], [-1.24, -7.43, 5.60], [-2.36, -6.10, 5.24], [-1.54, -6.95, 3.91], [-0.50, -4.95, 4.46], [-1.83, 2.63, -4.28], [-0.87, 3.66, -4.05], [-1.54, 1.77, -3.70], [-2.82, 2.96, -3.97], [-1.85, 2.36, -5.34], [-1.13, 4.43, -4.56], [10.08, 1.72, -0.90], [9.77, 0.39, -0.49], [11.15, 1.84, -0.82], [9.78, 1.89, -1.93], [9.59, 2.45, -0.25], [8.81, 0.28, -0.57]], "mulliken_charge": [-0.865, 0.616, -0.622, -0.435, -0.420, 0.968, -0.548, -0.699, -0.061, 0.615, -0.184, -0.569, -0.469, 0.206, 0.384, 0.365, 0.009, 0.345, 0.312, -0.113, -0.585, 0.271, 0.242, -0.050, 0.292, -0.183, -0.552, -0.077, 0.312, 0.136, 0.168, -0.406, -0.132, 0.377, 0.141, 0.122, 0.125, -0.236, -0.513, -0.082, 0.314, 0.320, 0.214, -0.565, -0.238, 0.254, 0.126, 0.228, 0.164, -0.563, -0.455, 0.137, 0.302, 0.343, 0.236, -0.467, -0.504, 0.149, 0.237, 0.226, 0.344, -0.363, -0.541, 0.165, 0.153, 0.305, 0.289, -0.498, -0.521, 0.271, 0.214, 0.235, 0.323, -0.591, -0.419, 0.213, 0.264, 0.253, 0.303, -0.668, -0.359, 0.234, 0.289, 0.215, 0.213, -0.471, -0.506, 0.111, 0.289, 0.326, 0.288, -0.474, -0.558, 0.261, 0.209, 0.196, 0.359, -0.401, -0.516, 0.103, 0.203, 0.333, 0.286, -0.547, -0.511, 0.257, 0.245, 0.249, 0.283], "e_tot_ha": -3838.20786, "charge": -1, "homo_lumo_gap_ev": 8.49, "spin_multiplicity": 1, "homo_energy_ev": -6.4521, "de_lowest_kj_mol": 0.0}

No. 3
{"formula": "C16H68BrN12O23Pt", "method": "ωB97M-V/def2-TZVPD", "symbols": ["Pt", "Br", "C", "O", "N", "N", "H", "H", "H", "H", "C", "O", "N", "N", "H", "H", "H", "H", "C", "O", "N", "N", "H", "H", "H", "H", "C", "O", "N", "N", "H", "H", "H", "H", "C", "O", "N", "N", "H", "H", "H", "H", "C", "O", "N", "N", "H", "H", "H", "H", "C", "C", "O", "O", "H", "H", "H", "H", "H", "H", "C", "C", "O", "O", "H", "H", "H", "H", "H", "H", "C", "C", "O", "O", "H", "H", "H", "H", "H", "H", "C", "C", "O", "O", "H", "H", "H", "H", "H", "H", "C", "C", "O", "O", "H", "H", "H", "H", "H", "H", "O", "H", "H", "O", "H", "H", "O", "H", "H", "O", "H", "H", "O", "H", "H", "O", "H", "H", "O", "H", "H"], "positions_angstrom": [[0.18, 0.35, 0.61], [2.65, -0.11, 1.60], [-0.69, 3.18, 2.07], [-0.16, 2.50, 1.20], [-1.39, 4.31, 1.79], [-0.63, 2.79, 3.29], [-1.92, 4.76, 2.52], [-1.32, 4.57, 0.81], [0.16, 2.28, 3.66], [-1.32, 3.29, 3.84], [-0.93, 1.60, -4.39], [0.04, 1.35, -3.68], [-0.92, 1.41, -5.67], [-1.93, 2.36, -4.00], [-0.18, 0.81, -6.02], [-1.67, 1.80, -6.22], [-2.53, 2.79, -4.69], [-2.00, 2.60, -3.02], [1.98, -4.62, 1.49], [1.57, -5.79, 1.33], [1.20, -3.62, 1.97], [3.16, -4.18, 1.29], [1.58, -2.68, 1.92], [0.31, -3.86, 2.37], [3.95, -4.76, 1.08], [3.33, -3.23, 1.59], [-4.09, -2.25, -1.80], [-2.91, -2.19, -1.47], [-4.96, -3.18, -1.37], [-4.76, -1.50, -2.64], [-5.88, -3.10, -1.76], [-4.65, -4.00, -0.88], [-5.73, -1.77, -2.68], [-4.42, -0.61, -2.96], [-2.78, 1.47, -0.85], [-1.70, 1.05, -0.69], [-3.90, 0.76, -0.90], [-3.12, 2.72, -0.96], [-4.82, 1.18, -0.92], [-3.79, -0.22, -0.70], [-3.97, 3.06, -0.53], [-2.36, 3.35, -1.19], [3.26, 5.03, 0.54], [3.79, 6.14, 0.54], [3.88, 4.01, 0.99], [2.00, 4.77, 0.31], [3.47, 3.10, 1.10], [4.85, 4.19, 1.24], [1.61, 3.93, 0.72], [1.49, 5.34, -0.35], [5.51, 2.49, -3.48], [4.53, 2.92, -2.33], [3.13, 2.66, -2.51], [5.11, 3.14, -4.61], [5.26, 1.44, -3.62], [6.57, 2.61, -3.24], [4.54, 3.99, -2.14], [4.88, 2.36, -1.46], [2.70, 3.43, -2.90], [5.49, 2.68, -5.36], [0.15, -4.69, -1.62], [0.96, -5.07, -2.82], [1.15, -3.97, -3.77], [-1.15, -4.38, -2.08], [0.68, -3.89, -1.09], [0.15, -5.52, -0.90], [0.64, -6.04, -3.21], [2.02, -5.17, -2.61], [0.24, -3.68, -3.84], [-1.69, -4.27, -1.29], [0.97, -0.59, 7.08], [0.21, -0.76, 5.79], [-0.23, 0.52, 5.38], [2.24, -0.06, 6.78], [1.04, -1.46, 7.73], [0.44, 0.12, 7.73], [-0.72, -1.32, 5.87], [0.74, -1.22, 4.95], [-1.18, 0.44, 5.34], [2.32, 0.70, 7.36], [3.31, -0.75, -4.26], [3.76, -1.09, -2.86], [3.02, -2.19, -2.36], [1.95, -0.66, -4.22], [3.58, -1.42, -5.08], [3.73, 0.18, -4.65], [3.52, -0.24, -2.23], [4.83, -1.24, -2.76], [2.35, -2.46, -2.99], [1.78, 0.15, -3.74], [-3.56, -2.78, 2.14], [-2.40, -3.73, 1.88], [-2.35, -4.20, 0.49], [-3.36, -1.56, 1.52], [-3.77, -2.55, 3.18], [-4.46, -3.25, 1.74], [-2.41, -4.49, 2.66], [-1.50, -3.13, 2.01], [-3.10, -4.80, 0.38], [-3.30, -1.74, 0.58], [-0.41, -1.60, -0.26], [0.12, -2.10, -0.87], [-1.25, -2.06, -0.24], [-1.31, 0.07, 2.18], [-2.09, -0.48, 2.18], [-1.49, 0.73, 2.85], [-1.16, 4.53, -1.73], [-0.34, 4.28, -2.15], [-1.18, 5.48, -1.78], [0.98, 1.10, -1.22], [0.55, 1.34, -2.04], [1.90, 1.30, -1.37], [-2.69, 0.02, 4.68], [-3.36, -0.24, 5.31], [-3.06, 0.78, 4.23], [-3.90, 1.74, 2.86], [-4.05, 2.69, 2.79], [-3.88, 1.43, 1.96], [1.85, 1.82, 4.32], [2.20, 1.42, 3.52], [1.27, 1.15, 4.69]], "mulliken_charge": [5.588, -0.761, 0.301, -0.391, -0.331, -0.222, 0.198, 0.224, -0.097, 0.090, 0.491, -0.692, -0.428, -0.377, 0.267, 0.147, 0.159, 0.055, 0.803, -0.757, -0.044, -0.257, -0.208, 0.063, 0.240, 0.067, 0.564, -0.361, -0.334, -0.395, 0.126, 0.162, 0.100, 0.264, -0.188, -0.365, -0.294, -0.088, 0.097, -0.085, 0.262, 0.075, 0.628, -0.726, -0.240, -0.043, 0.062, 0.202, -0.152, 0.098, -0.196, -0.550, -0.123, -0.546, -0.039, 0.389, 0.446, 0.248, 0.108, 0.324, 0.430, -0.790, -0.517, -0.546, -0.264, 0.350, 0.326, 0.376, 0.307, 0.296, -0.692, -0.436, -0.619, -0.487, 0.345, 0.304, 0.503, 0.241, 0.489, 0.313, -0.409, 0.032, -0.490, -0.483, 0.373, 0.211, -0.099, 0.376, 0.330, 0.175, -0.378, -0.277, -0.468, -0.665, 0.483, 0.311, 0.547, -0.478, 0.233, -0.055, -0.093, -0.312, -0.069, 0.275, -0.067, -0.284, -0.638, 0.177, 0.275, -0.754, 0.162, -0.135, -0.532, 0.270, 0.137, -0.651, 0.297, 0.203, -0.786, 0.227, 0.544], "e_tot_ha": -5731.18885, "charge": 1, "homo_lumo_gap_ev": [7.59, 7.93], "spin_multiplicity": 3, "homo_energy_ev": [-10.4417, -10.7820]}